Record 1
10
Properties=species:S:1:pos:R:3 method="wB97M-V/def2-TZVPD" homo_lumo_gap_ev="5.95 / 6.79" s_squared=0.75 spin_multiplicity=2
Sn 2.592 0.275 2.249
N 0.199 0.329 0.630
S -0.843 -0.685 0.476
O -0.290 -1.941 0.006
O -2.215 -0.373 0.051
F -1.127 -0.918 2.071
S 0.270 0.577 -1.048
O -0.912 1.235 -1.680
O 1.084 -0.338 -1.875
F 1.241 1.840 -0.882



Record 2
5
Properties=species:S:1:pos:R:3 method="wB97M-V/def2-TZVPD" homo_lumo_gap_ev="9.24 / 9.27" relative_energy_kcal_mol=123.1 spin_multiplicity=1
O 0.645 -1.199 -0.798
O -2.360 0.132 0.191
F 0.854 1.312 -0.549
F 1.053 0.031 1.315
S 0.182 -0.130 -0.069



Record 3
4
Properties=species:S:1:pos:R:3 method="wB97M-V/def2-TZVPD" homo_lumo_gap_ev=12.29 relative_energy_kcal_mol=7.0 spin_multiplicity=1
H 0.427 -0.985 1.189
F 0.198 0.439 -0.722
F -0.271 1.680 -1.300
F -0.354 -1.134 0.833



Record 4
7
Properties=species:S:1:pos:R:3 method="wB97M-V/def2-TZVPD" homo_lumo_gap_ev="7.41 / 7.39" relative_energy_kcal_mol=65.9 spin_multiplicity=1
F 2.863 0.753 -0.093
F 1.621 -1.411 -0.530
F 3.267 -0.722 1.592
Si 2.044 -0.393 0.609
P -1.720 -1.637 -0.675
H 0.842 0.043 1.156
H -1.144 -0.807 0.303



Record 5
9
Properties=species:S:1:pos:R:3 method="wB97M-V/def2-TZVPD" homo_lumo_gap_ev="7.73 / 6.32" relative_energy_kcal_mol=70.4 spin_multiplicity=1
F -0.184 -2.750 -1.879
F 1.352 -0.881 -2.515
F -1.134 -0.624 -2.714
Si 0.537 0.588 1.679
Si -0.007 -1.167 -1.718
S -1.377 1.467 2.052
H 0.721 -0.407 2.718
H 1.555 1.597 1.444
H -1.463 2.178 0.935



Record 6
9
Properties=species:S:1:pos:R:3 method="wB97M-V/def2-TZVPD" homo_lumo_gap_ev="9.60 / 7.62" relative_energy_kcal_mol=70.8 spin_multiplicity=1
N -0.874 -0.801 1.697
N -0.247 1.050 -1.351
O 1.961 0.668 -0.141
O 1.237 -1.178 -1.657
F -0.219 -0.290 2.658
F -0.471 1.944 -0.393
F -1.407 0.722 -1.875
S 0.957 -0.278 -0.580
H -0.939 -1.838 1.642



Record 7
15
Properties=species:S:1:pos:R:3 method="wB97M-V/def2-TZVPD" charge=+3 homo_lumo_gap_ev="7.47 / 5.28" s_squared=0.76 spin_multiplicity=2
Pb -6.376 18.269 -26.790
Hf -4.832 22.060 -29.385
F -7.254 21.844 -29.059
F -5.103 20.378 -27.698
F -3.656 22.930 -27.473
F -3.136 20.483 -29.949
O -3.275 20.458 -25.525
H -3.232 21.363 -25.214
H -4.035 20.440 -26.106
O -2.423 18.863 -27.689
H -2.942 19.380 -28.305
H -2.601 19.256 -26.835
O -5.709 19.836 -30.409
H -5.198 19.055 -30.625
H -6.620 19.553 -30.478



Record 8
23
Properties=species:S:1:pos:R:3 method="wB97M-V/def2-TZVPD" charge=+3 homo_lumo_gap_ev=7.02 spin_multiplicity=1
Na 0.012 0.508 1.924
K -0.525 4.427 0.505
K -5.859 1.861 -1.297
K 0.052 3.545 -4.696
K 4.184 0.546 -1.227
N 1.202 -1.621 2.199
S 0.110 -2.426 1.231
O -0.259 -3.752 1.534
O 0.204 -1.949 -0.122
F -1.140 -1.541 1.788
S 2.606 -2.140 1.702
O 3.240 -1.378 0.654
O 2.771 -3.551 1.627
F 3.433 -1.691 2.975
N -0.755 1.277 -0.088
S -2.188 0.707 -0.401
O -2.273 -0.652 -0.765
O -3.111 1.605 -1.073
F -2.661 0.827 1.120
S 0.058 1.130 -1.533
O -0.673 0.710 -2.680
O 1.451 0.791 -1.498
F 0.124 2.767 -1.880



Record 9
6
Properties=species:S:1:pos:R:3 method="wB97M-V/def2-TZVPD" homo_lumo_gap_ev="5.86 / 8.80" s_squared=12.01 relative_energy_kcal_mol=0.0 spin_multiplicity=7
V 0.910 -1.608 -0.919
V -0.362 0.713 0.398
F -0.212 0.012 -1.666
F -1.324 2.364 1.142
F -0.648 -1.464 0.623
F 1.637 -0.017 0.423



Record 10
13
Properties=species:S:1:pos:R:3 method="wB97M-V/def2-TZVPD" charge=-2 homo_lumo_gap_ev=5.97 spin_multiplicity=1
Li -0.806 -0.722 0.434
O -2.613 -0.518 -0.076
S -3.008 -1.521 0.980
O -3.795 -2.615 0.398
O -1.667 -2.029 1.476
O -3.725 -0.852 2.074
F 2.282 2.407 0.646
Te 2.124 1.101 -0.692
F 0.938 2.239 -1.590
F 2.252 0.070 -2.260
F 3.632 0.223 0.016
F 3.441 2.139 -1.550
O 0.943 0.079 0.145